Entry 1:
Density functional theory data (the ωB97M-V functional and the def2-TZVPD basis) for C20H20N2O4 in the gas phase in a non-equilibrium geometry.

ORCA input file:
```
! wB97M-V def2-TZVPD RIJCOSX def2/J DEFGRID3
* xyz 0 1
C -5.128 0.067 -1.045
C -3.972 1.000 -0.454
C -4.391 2.054 0.624
C -3.382 3.034 1.290
C -1.899 2.969 0.819
C -1.496 1.919 -0.245
C -2.470 0.898 -0.907
C -1.991 -0.215 -1.987
C -0.527 -0.689 -1.487
C -0.453 -1.176 0.012
C 0.930 -1.614 0.526
C 2.199 -1.567 -0.370
C 2.131 -1.103 -1.837
C 0.737 -0.668 -2.426
C 0.597 -0.208 -3.946
C 1.188 1.239 -4.267
O 1.818 1.378 -5.358
O 1.025 2.388 -3.454
C 3.449 -2.050 0.524
O 4.630 -2.309 0.164
N 2.829 -2.144 1.839
C 3.670 -1.924 3.048
C 3.424 -0.527 3.799
N 2.733 -0.700 5.134
C 1.379 -2.155 1.986
O 0.671 -2.522 2.949
H -4.704 -0.566 -1.898
H -5.644 -0.548 -0.236
H -5.912 0.761 -1.536
H -5.482 2.096 0.963
H -3.677 3.803 2.090
H -1.067 3.632 1.240
H -0.387 1.879 -0.550
H -2.680 -1.116 -1.869
H -1.985 0.252 -3.025
H -1.376 -1.212 0.674
H 3.082 -1.102 -2.460
H -0.484 -0.271 -4.350
H 1.197 -0.949 -4.597
H 1.155 3.145 -4.075
H 3.430 -2.757 3.815
H 4.799 -2.021 2.852
H 2.871 0.263 3.185
H 4.468 -0.099 4.058
H 2.984 0.076 5.764
H 1.712 -0.644 5.024
*
```

Calculated total energy, eV: -32226.044
Highest occupied orbital energy, Eh: -0.3209
Energy relative to the best compared isomer or geometry (same formula, charge and spin), kcal/mol: 239.3

Atom charges from the Mulliken analysis, given in e for atoms 1 to 4: atom 1 (C): -1.2102, atom 2 (C): 0.6135, atom 3 (C): -0.3908, atom 4 (C): -0.4649

Entry 2:
Density functional theory data (the ωB97M-V functional and the def2-TZVPD basis) for a molecular structure, C28H79N4O8P2S9 in a non-equilibrium geometry.

ORCA input file:
```
! wB97M-V def2-TZVPD RIJCOSX def2/J DEFGRID3
* xyz 1 1
C 1.015 -0.474 -3.694
C 0.656 0.730 -2.808
C 0.189 0.460 -1.362
C 0.726 -0.813 -0.713
N 0.015 -1.167 0.551
C -0.901 -2.103 0.601
N -1.383 -2.825 -0.475
C -2.195 -2.102 -1.504
C -2.108 -2.862 -2.840
C -3.658 -1.899 -1.094
C -3.880 -0.633 -0.242
N -1.384 -2.434 1.897
S -2.969 -3.144 1.978
P -0.292 -3.514 2.746
N -0.567 -3.757 4.244
P 0.516 -0.349 2.111
C 0.313 1.420 1.731
C 2.352 -0.563 2.025
C 2.850 -0.804 3.469
H 0.691 -0.291 -4.718
H 2.096 -0.618 -3.739
H 0.558 -1.404 -3.370
H 1.489 1.432 -2.806
H -0.188 1.247 -3.265
H 0.512 1.311 -0.768
H -0.899 0.479 -1.313
H 1.768 -0.658 -0.424
H 0.716 -1.671 -1.379
H -0.636 -3.378 -0.918
H -1.798 -1.105 -1.657
H -1.223 -3.493 -2.915
H -2.999 -3.473 -2.989
H -2.086 -2.148 -3.662
H -4.211 -1.778 -2.023
H -3.995 -2.785 -0.556
H -2.933 -0.192 0.086
H -4.410 0.135 -0.804
H -4.448 -0.844 0.663
H -2.752 -4.248 1.238
H -0.422 -4.645 1.923
H 0.979 -2.990 2.449
H 0.191 -3.417 4.825
H 0.405 1.931 2.691
H 1.098 1.773 1.064
H -0.672 1.648 1.324
H 2.801 0.340 1.608
H 2.588 -1.417 1.388
H 3.105 0.136 3.955
H 2.067 -1.259 4.082
H 3.708 -1.475 3.498
C -8.501 -1.606 -3.598
S -6.861 -1.741 -2.898
O -5.984 -0.771 -3.621
C -6.493 -3.365 -3.576
H -8.911 -0.634 -3.334
H -8.438 -1.699 -4.682
H -9.134 -2.387 -3.177
H -6.587 -3.329 -4.661
H -7.183 -4.095 -3.153
H -5.473 -3.621 -3.299
C -11.102 2.343 -1.492
S -11.952 1.157 -2.537
O -10.896 0.422 -3.291
C -12.648 2.357 -3.675
H -10.558 1.782 -0.735
H -10.406 2.923 -2.097
H -11.834 2.992 -1.012
H -11.841 2.936 -4.125
H -13.339 3.006 -3.137
H -13.184 1.806 -4.444
C 4.878 2.475 3.159
S 3.498 2.903 2.096
O 3.760 2.307 0.747
C 3.872 4.648 2.006
H 4.862 1.398 3.313
H 5.817 2.766 2.683
H 4.748 2.993 4.111
H 4.877 4.776 1.603
H 3.792 5.063 3.011
H 3.142 5.109 1.343
C 3.629 6.889 6.861
S 2.548 5.669 6.115
O 3.397 4.870 5.181
C 1.614 6.818 5.101
H 4.330 6.357 7.502
H 4.170 7.420 6.078
H 3.034 7.578 7.460
H 2.296 7.357 4.444
H 1.073 7.509 5.746
H 0.907 6.237 4.512
C 1.329 -6.881 -2.424
S 0.698 -5.853 -1.104
O 0.691 -4.440 -1.613
C 2.134 -5.986 -0.037
H 0.587 -6.889 -3.220
H 2.268 -6.468 -2.792
H 1.469 -7.891 -2.042
H 3.016 -5.636 -0.573
H 2.255 -7.024 0.273
H 1.961 -5.364 0.839
C 9.466 0.574 -0.042
S 8.637 2.155 0.152
O 8.744 2.517 1.595
C 6.968 1.555 -0.095
H 10.535 0.746 0.065
H 9.126 -0.133 0.710
H 9.256 0.189 -1.040
H 6.754 0.781 0.631
H 6.853 1.165 -1.106
H 6.289 2.392 0.053
C 7.977 -3.614 3.185
S 7.156 -2.489 2.052
O 8.046 -2.334 0.871
C 7.366 -1.033 3.088
H 7.993 -4.597 2.718
H 8.997 -3.270 3.358
H 7.420 -3.659 4.121
H 8.427 -0.870 3.278
H 6.827 -1.176 4.026
H 6.955 -0.181 2.562
C -4.195 2.273 -4.268
S -3.004 2.899 -3.079
O -3.710 3.038 -1.778
C -2.856 4.545 -3.781
H -4.460 1.257 -3.976
H -5.081 2.908 -4.252
H -3.744 2.263 -5.260
H -3.839 5.016 -3.797
H -2.444 4.474 -4.787
H -2.181 5.116 -3.146
*
```

Calculated total energy, eV: -168740.030
Highest occupied orbital energy, Eh: -0.3692

Atom charges from the Mulliken analysis, given in e for atoms 1 to 4: atom 1 (C): -1.0045, atom 2 (C): -0.6510, atom 3 (C): 0.4334, atom 4 (C): -0.4804

Entry 3:
Density functional theory data (the ωB97M-V functional and the def2-TZVPD basis) for C4H11N3 in the gas phase in a non-equilibrium geometry.

ORCA input file:
```
! wB97M-V def2-TZVPD RIJCOSX def2/J DEFGRID3
* xyz 0 1
H -3.623 1.215 -1.608
N -2.638 1.432 -1.513
C -1.977 0.347 -1.387
N -0.785 0.226 -0.730
C -0.537 -0.915 0.147
C 0.960 -1.172 0.269
C 1.901 0.008 0.534
N 1.228 1.158 1.144
H -2.460 -0.632 -1.520
H -0.446 1.110 -0.376
H -0.937 -0.643 1.125
H -1.049 -1.785 -0.252
H 1.310 -1.803 -0.552
H 1.109 -1.865 1.111
H 2.205 0.398 -0.443
H 2.818 -0.316 1.028
H 1.618 2.050 0.867
H 1.304 1.187 2.156
*
```

Calculated total energy, eV: -8795.912
Highest occupied orbital energy, Eh: -0.3093
Energy relative to the best compared isomer or geometry (same formula, charge and spin), kcal/mol: 39.4

Atom charges from the Mulliken analysis, given in e for atoms 1 to 4: atom 1 (H): 0.2344, atom 2 (N): -0.7144, atom 3 (C): 0.0795, atom 4 (N): -0.2814

Entry 4:
Density functional theory data (the ωB97M-V functional and the def2-TZVPD basis) for C19H22N2S in the gas phase.

ORCA input file:
```
! wB97M-V def2-TZVPD RIJCOSX def2/J DEFGRID3
* xyz 0 1
S -0.852 3.135 -1.447
C 0.449 2.216 -0.993
N 0.420 1.313 0.000
C -0.747 0.980 0.774
C -1.293 -0.428 0.467
C -2.488 -0.753 1.347
C -2.996 0.110 2.311
C -4.090 -0.248 3.082
C -4.705 -1.473 2.906
C -4.217 -2.339 1.943
C -3.126 -1.980 1.176
C -1.686 -0.530 -1.032
C -0.940 -1.737 -1.604
C 0.319 -1.839 -0.749
C -0.174 -1.486 0.655
N 1.616 2.371 -1.684
C 2.889 1.867 -1.416
C 3.723 1.563 -2.493
C 4.996 1.075 -2.275
C 5.461 0.883 -0.983
C 4.648 1.209 0.089
C 3.373 1.705 -0.118
H 1.217 0.702 0.099
H -1.505 1.732 0.546
H -0.474 1.042 1.834
H -2.556 1.079 2.477
H -4.463 0.442 3.824
H -5.557 -1.750 3.509
H -4.690 -3.298 1.786
H -2.768 -2.669 0.426
H -2.764 -0.624 -1.151
H -1.380 0.377 -1.553
H -0.715 -1.613 -2.663
H -1.536 -2.644 -1.492
H 1.064 -1.122 -1.100
H 0.769 -2.831 -0.787
H -0.588 -2.377 1.128
H 0.624 -1.120 1.301
H 1.513 2.911 -2.532
H 3.362 1.714 -3.500
H 5.630 0.842 -3.118
H 6.454 0.497 -0.814
H 5.012 1.091 1.099
H 2.774 2.009 0.727
*
```

Calculated total energy, eV: -33876.430
Highest occupied orbital energy, Eh: -0.2989
Energy relative to the best compared isomer or geometry (same formula, charge and spin), kcal/mol: 0.0

Atom charges from the Mulliken analysis, given in e for atoms 1 to 4: atom 1 (S): -0.4078, atom 2 (C): 0.1858, atom 3 (N): 0.3301, atom 4 (C): -2.7407

| no. | LUMO energy (eV) |
| --- | --- |
| 1 | -0.9 |
| 2 | -2.6 |
| 3 | 0.9 |
| 4 | 0.7 |